42
Properties=species:S:1:pos:R:3:forces:R:3 method="wB97M-V/def2-TZVPD" e_above_lowest_kj_mol=93.0 smiles="COc1cc(CN2CCNC(=O)[C@@H]2CC(=O)O)cc(OC)c1" e_lumo_ev=0.47 total_charge=0
C -4.5765 -3.0159 -0.8027 -0.241 -0.055 -0.058
O -3.2499 -2.6669 -0.4930 0.267 0.183 0.104
C -2.9783 -1.3980 -0.0854 0.375 0.069 0.087
C -1.6482 -1.1371 0.2290 -0.174 -0.151 -0.057
C -1.2646 0.1259 0.6502 -0.263 0.010 0.022
C 0.1789 0.3852 0.9869 0.047 0.045 0.064
N 1.0480 0.0237 -0.1251 -0.054 -0.051 0.110
C 0.7327 0.6820 -1.3721 -0.030 0.322 -0.159
C 1.0463 2.1815 -1.3274 -0.424 -0.337 -0.012
N 2.3966 2.3621 -0.8406 0.016 0.404 -0.151
C 3.1077 1.4665 -0.1506 -0.098 -0.086 0.166
O 4.2710 1.6956 0.1719 0.311 -0.003 0.127
C 2.4620 0.1244 0.1802 0.061 -0.268 -0.048
C 3.2488 -0.9889 -0.5542 0.243 -0.070 0.175
C 4.3965 -1.5689 0.2788 -0.450 0.056 -0.462
O 4.5503 -2.7538 0.3966 0.063 -0.147 0.067
O 5.2055 -0.6939 0.8512 0.391 0.375 0.286
C -2.2096 1.1315 0.7558 -0.118 0.082 0.022
C -3.5448 0.8757 0.4508 0.221 0.022 0.032
O -4.3917 1.9333 0.5926 0.347 -0.089 0.038
C -5.7608 1.7477 0.3288 -0.236 -0.035 -0.052
C -3.9323 -0.3899 0.0269 -0.408 -0.012 -0.074
H -4.5451 -4.0669 -1.0853 -0.055 0.078 0.012
H -5.2379 -2.8957 0.0616 0.027 0.009 -0.038
H -4.9633 -2.4295 -1.6429 0.014 -0.014 0.046
H -0.9226 -1.9273 0.1361 0.124 -0.152 -0.034
H 0.3048 1.4328 1.3054 -0.050 -0.042 0.048
H 0.4603 -0.2556 1.8287 0.030 0.131 0.007
H 1.3280 0.2082 -2.1567 -0.055 0.029 -0.076
H -0.3236 0.5302 -1.5955 0.075 0.014 -0.104
H 0.3353 2.6963 -0.6703 0.011 -0.016 -0.113
H 0.9660 2.6197 -2.3252 -0.022 -0.040 0.075
H 2.8603 3.2409 -1.0312 0.073 -0.162 0.098
H 2.5864 -0.0323 1.2585 -0.001 0.123 -0.137
H 2.5611 -1.8020 -0.7867 0.098 0.081 0.062
H 3.6735 -0.6150 -1.4896 -0.004 -0.020 -0.026
H 4.9766 0.2563 0.6488 -0.100 -0.332 -0.048
H -1.9433 2.1232 1.0857 0.073 0.146 0.048
H -5.9365 1.4671 -0.7151 0.009 -0.004 0.048
H -6.2309 2.7102 0.5242 -0.013 -0.091 -0.029
H -6.1996 0.9925 0.9888 0.022 0.018 -0.036
H -4.9633 -0.5898 -0.2109 -0.100 -0.018 -0.029



89
Properties=species:S:1:pos:R:3:forces:R:3 method="wB97M-V/def2-TZVPD" e_above_lowest_kj_mol=0.0 smiles=COC[C@H](C)N.CC(C)O.CC(C)O.CC(C)O.CCO.CCO.CCO.CCO e_lumo_ev=0.63 total_charge=0
C -4.1138 4.4952 2.2648 -0.645 0.097 1.384
O -4.8990 4.0080 1.2295 -0.520 0.800 -0.342
C -5.2280 2.6447 1.2292 -1.497 1.250 -0.876
C -5.7144 2.3648 -0.1989 1.407 -1.027 -0.757
C -5.9563 0.8798 -0.4802 1.038 0.480 3.707
N -4.7513 2.8448 -1.2395 0.765 -0.727 2.568
H -3.1310 4.0915 2.1928 1.009 -0.494 0.228
H -4.5078 4.3770 3.3245 0.121 -0.371 -1.166
H -4.0461 5.5538 2.1320 0.094 0.734 -0.233
H -4.4030 2.1009 1.5578 1.538 -1.411 0.384
H -6.0817 2.5116 1.9118 0.176 -0.402 -0.031
H -6.6077 2.9215 -0.2475 -1.425 0.636 -0.318
H -6.4011 0.7222 -1.3868 -1.024 -0.509 -2.382
H -6.5511 0.4200 0.3246 -0.317 0.273 -0.324
H -5.0106 0.3558 -0.3688 0.254 -0.023 -0.566
H -4.4772 3.7743 -1.0197 0.226 0.858 0.214
H -5.1009 2.8439 -2.1491 -1.032 -0.207 -1.565
C 4.3736 -0.7909 -3.1815 -0.434 0.830 0.548
C 4.3602 -0.0501 -1.8426 -1.205 2.255 -0.759
C 3.5546 1.3506 -1.9256 2.379 -1.007 -1.602
O 3.6641 -0.8363 -0.9295 -0.356 -0.930 1.365
H 3.4525 -1.3610 -3.2844 -0.349 0.432 -0.253
H 5.1020 -1.5312 -3.1262 1.509 -1.445 0.120
H 4.6295 -0.1939 -4.0563 -0.390 0.224 0.120
H 5.3400 0.0940 -1.3921 0.448 0.312 -0.598
H 3.6311 1.8866 -1.0128 -0.263 0.185 0.977
H 2.5480 1.0779 -2.1736 -0.619 0.140 -0.124
H 3.9896 2.0495 -2.6934 -0.473 -0.814 0.402
H 3.9778 -0.5517 -0.0449 -0.679 -0.167 -0.211
C 1.5632 -1.6840 5.7091 -0.146 -0.507 -0.209
C 1.2456 -0.4749 4.8729 -0.978 0.402 -1.724
C 1.5514 0.8876 5.4935 0.113 -0.269 -0.786
O 1.8094 -0.5264 3.5528 0.911 -0.278 -0.620
H 2.5923 -1.7095 6.0598 0.095 0.197 0.136
H 1.4370 -2.5669 5.0695 -0.105 0.046 0.238
H 0.8612 -1.7619 6.5496 0.294 0.005 -0.091
H 0.1461 -0.4431 4.6524 0.481 -0.214 0.683
H 0.8903 0.8838 6.3372 -0.011 0.447 0.957
H 1.1443 1.6490 4.8012 0.573 -0.172 0.323
H 2.6175 1.0893 5.7781 -0.981 -0.311 -0.313
H 1.6326 -1.3488 3.0011 -0.092 0.613 1.189
C 0.1788 -4.3146 -3.6248 0.055 0.742 -1.526
C -0.6457 -3.0021 -3.4332 -0.231 -1.599 0.900
C 0.0152 -1.8052 -4.0413 -0.410 0.514 0.269
O -1.9964 -3.2097 -3.9749 2.527 -2.278 0.201
H 0.3458 -4.5338 -4.7032 -0.311 0.243 0.474
H -0.3232 -5.1570 -3.2193 -0.759 -0.694 0.410
H 1.1837 -4.3471 -3.1959 -0.152 0.686 0.268
H -0.7281 -2.8914 -2.3214 -0.056 0.277 -0.767
H -0.5369 -0.8925 -3.7904 -0.275 -0.074 -0.405
H 0.1713 -1.9162 -5.1114 -0.086 0.068 -0.087
H 0.9498 -1.6377 -3.5505 0.944 -0.103 0.200
H -2.4085 -2.3891 -3.9346 -1.265 2.314 0.156
C -0.8185 0.1751 0.6401 -2.944 2.533 -0.077
C 0.0924 -0.0237 -0.5186 -0.796 0.801 -0.888
O 0.6683 -1.2904 -0.3364 1.716 -0.430 -0.546
H -1.3609 1.2230 0.7158 1.559 -1.580 -0.357
H -0.3086 0.0029 1.5551 0.421 -0.165 0.901
H -1.7246 -0.4389 0.5703 0.464 -0.514 0.044
H 0.8347 0.7758 -0.6049 0.234 -0.195 0.354
H -0.4479 0.0054 -1.4840 -0.039 -0.079 0.359
H 1.5992 -1.1914 -0.6425 -0.354 -0.460 0.231
C 4.8793 2.3455 2.8597 -0.450 3.590 -1.123
C 4.0390 2.0882 1.6221 0.740 -2.732 1.756
O 3.8045 0.6597 1.5768 0.185 0.338 -1.206
H 4.2979 2.6561 3.7006 -0.569 -0.111 0.687
H 5.5277 3.2379 2.6519 -0.255 -0.735 0.239
H 5.4731 1.5373 3.1046 1.213 -1.716 0.343
H 4.6284 2.2239 0.7735 0.817 0.705 -1.484
H 3.1234 2.6133 1.5640 -0.942 0.784 0.003
H 3.2968 0.3793 2.3271 -0.779 -0.306 0.934
C 2.0613 -4.9522 1.3385 -0.872 -2.195 0.214
C 1.1396 -4.1782 2.1940 -0.754 1.411 -0.612
O 1.3782 -2.7897 1.9126 -0.823 1.388 -0.666
H 1.8759 -4.8964 0.2818 -0.032 0.513 -0.489
H 1.9557 -6.0288 1.5766 0.301 0.331 0.039
H 3.0141 -4.6070 1.6236 1.484 0.141 -0.181
H 1.3940 -4.3587 3.2346 -0.075 0.200 0.216
H 0.0777 -4.3749 2.0546 -0.082 -0.317 -0.028
H 0.8996 -2.3819 1.0995 0.841 -1.185 1.493
C -2.8155 2.5098 -4.3734 -0.971 0.463 -0.584
C -3.1682 1.0643 -4.0827 -1.418 1.321 -0.492
O -2.8424 0.6530 -2.8066 1.081 -0.738 1.170
H -1.8106 2.6058 -4.6878 1.203 -0.020 -0.618
H -2.8096 3.0495 -3.4262 -0.719 0.485 -0.144
H -3.4798 2.9433 -5.2033 0.860 -0.379 1.495
H -2.6900 0.4637 -4.8261 0.356 -0.862 -0.259
H -4.2533 0.9728 -4.2166 -0.070 -0.230 -0.131
H -2.8697 1.3754 -2.1579 -0.406 -0.083 -0.380